{
  "formula": "H3NO2S2",
  "method": "ωB97M-V/def2-TZVPD",
  "lumo_energy_ev": [-0.697, -1.625],
  "total_energy_ev": -27300.5384,
  "e_above_lowest_kcal_mol": 44.0,
  "largest_force_ev_per_a": 5.1,
  "elements": ["N", "O", "O", "S", "S", "H", "H", "H"],
  "xyz": [[-1.190, -0.661, -0.136], [0.911, 0.920, 0.353], [-3.157, 0.867, 0.109], [-4.132, -0.435, -0.125], [-1.522, 0.806, 0.008], [1.436, 0.612, -0.449], [-1.914, -1.174, -0.430], [1.102, 0.371, 1.174]]
}

=====

{
  "formula": "C6H16",
  "method": "ωB97M-V/def2-TZVPD",
  "smiles": "CCC.CCC",
  "lumo_energy_ev": 1.096,
  "total_energy_ev": -6481.5980,
  "e_above_lowest_kcal_mol": 1.4,
  "largest_force_ev_per_a": 0.3,
  "elements": ["C", "C", "C", "H", "H", "H", "H", "H", "H", "H", "H", "C", "C", "C", "H", "H", "H", "H", "H", "H", "H", "H"],
  "xyz": [[-2.244, -0.580, -1.476], [-0.846, -1.037, -1.081], [-0.439, -2.349, -1.752], [-2.977, -1.363, -1.271], [-2.282, -0.354, -2.545], [-2.545, 0.310, -0.921], [-0.122, -0.261, -1.345], [-0.784, -1.152, 0.001], [-0.576, -2.280, -2.831], [0.606, -2.575, -1.543], [-1.056, -3.175, -1.391], [1.036, 1.019, 2.706], [0.638, 1.555, 1.336], [1.792, 1.516, 0.337], [1.902, 1.562, 3.086], [0.226, 1.123, 3.426], [1.311, -0.035, 2.650], [-0.196, 0.982, 0.926], [0.285, 2.584, 1.439], [2.153, 0.493, 0.205], [1.483, 1.893, -0.635], [2.635, 2.125, 0.680]]
}

=====

{
  "formula": "C37H95Br3N6O6",
  "method": "ωB97M-V/def2-TZVPD",
  "smiles": "COC[C@H](C)N.COC[C@H](C)N.COC[C@H](C)N.COC[C@H](C)N.COC[C@H](C)N.COC[C@H](C)N.BrC(Br)Br.CCCCCC.CCCCCC",
  "lumo_energy_ev": -0.706,
  "total_energy_ev": -271257.9110,
  "e_above_lowest_kcal_mol": 33.0,
  "largest_force_ev_per_a": 2.9,
  "elements": ["C", "O", "C", "C", "C", "N", "H", "H", "H", "H", "H", "H", "H", "H", "H", "H", "H", "C", "O", "C", "C", "C", "N", "H", "H", "H", "H", "H", "H", "H", "H", "H", "H", "H", "C", "O", "C", "C", "C", "N", "H", "H", "H", "H", "H", "H", "H", "H", "H", "H", "H", "C", "O", "C", "C", "C", "N", "H", "H", "H", "H", "H", "H", "H", "H", "H", "H", "H", "C", "O", "C", "C", "C", "N", "H", "H", "H", "H", "H", "H", "H", "H", "H", "H", "H", "C", "O", "C", "C", "C", "N", "H", "H", "H", "H", "H", "H", "H", "H", "H", "H", "H", "Br", "C", "Br", "Br", "H", "C", "C", "C", "C", "C", "C", "H", "H", "H", "H", "H", "H", "H", "H", "H", "H", "H", "H", "H", "H", "C", "C", "C", "C", "C", "C", "H", "H", "H", "H", "H", "H", "H", "H", "H", "H", "H", "H", "H", "H"],
  "xyz": [[-23.727, 4.817, -7.170], [-23.476, 5.899, -8.048], [-23.955, 7.121, -7.529], [-23.666, 8.275, -8.520], [-22.139, 8.538, -8.777], [-24.305, 9.460, -8.075], [-23.342, 5.142, -6.203], [-23.344, 3.861, -7.525], [-24.810, 4.706, -7.125], [-25.029, 7.053, -7.359], [-23.462, 7.186, -6.559], [-24.181, 8.128, -9.470], [-21.616, 8.643, -7.827], [-21.998, 9.466, -9.332], [-21.650, 7.735, -9.328], [-25.311, 9.406, -8.146], [-24.075, 10.156, -8.769], [-28.174, 13.246, -15.208], [-27.821, 12.002, -14.629], [-26.433, 11.873, -14.396], [-26.198, 10.616, -13.508], [-24.809, 10.447, -12.969], [-26.605, 9.394, -14.279], [-29.242, 13.342, -15.407], [-27.686, 13.482, -16.154], [-27.972, 14.083, -14.540], [-25.959, 11.784, -15.373], [-26.045, 12.769, -13.911], [-26.840, 10.606, -12.627], [-24.814, 9.648, -12.228], [-24.383, 11.365, -12.565], [-24.237, 10.154, -13.850], [-27.565, 9.377, -14.591], [-26.505, 8.570, -13.704], [-16.645, 9.013, -10.630], [-16.876, 8.145, -11.760], [-17.655, 7.016, -11.493], [-18.075, 6.167, -12.684], [-18.612, 4.808, -12.362], [-17.026, 5.955, -13.599], [-16.028, 9.829, -11.007], [-16.114, 8.484, -9.839], [-17.579, 9.401, -10.226], [-17.048, 6.468, -10.773], [-18.597, 7.291, -11.018], [-18.743, 6.721, -13.343], [-17.852, 4.116, -11.999], [-19.101, 4.466, -13.275], [-19.469, 4.632, -11.712], [-16.262, 5.449, -13.173], [-16.539, 6.829, -13.736], [-27.151, 11.726, -19.231], [-26.862, 10.388, -19.282], [-26.451, 9.827, -18.033], [-24.976, 10.123, -17.815], [-24.074, 9.567, -18.869], [-24.622, 9.669, -16.517], [-27.778, 11.928, -18.362], [-27.847, 12.010, -20.020], [-26.251, 12.329, -19.347], [-27.062, 10.146, -17.189], [-26.599, 8.751, -18.130], [-24.947, 11.209, -17.903], [-23.093, 10.029, -18.754], [-24.377, 9.960, -19.840], [-23.990, 8.484, -18.785], [-24.509, 8.667, -16.467], [-25.284, 9.964, -15.813], [-20.003, 18.599, -12.984], [-20.874, 17.635, -13.472], [-20.263, 16.700, -14.312], [-21.223, 15.435, -14.518], [-21.734, 14.857, -13.215], [-20.477, 14.321, -15.099], [-19.105, 18.211, -12.502], [-20.550, 19.125, -12.201], [-19.739, 19.339, -13.740], [-19.994, 17.194, -15.245], [-19.327, 16.381, -13.853], [-22.028, 15.757, -15.180], [-22.383, 14.003, -13.411], [-22.280, 15.627, -12.671], [-20.955, 14.560, -12.512], [-21.077, 13.511, -15.051], [-20.316, 14.569, -16.065], [-20.064, 10.366, -12.113], [-20.977, 10.557, -13.186], [-20.387, 10.421, -14.464], [-21.426, 10.538, -15.592], [-20.730, 10.804, -16.905], [-22.213, 11.692, -15.362], [-19.281, 11.104, -11.939], [-19.645, 9.369, -12.255], [-20.679, 10.367, -11.213], [-19.541, 11.102, -14.560], [-19.934, 9.433, -14.550], [-22.006, 9.618, -15.519], [-21.499, 11.138, -17.601], [-20.318, 9.854, -17.245], [-19.946, 11.560, -16.873], [-22.236, 11.722, -14.353], [-23.160, 11.495, -15.654], [-23.251, 13.375, -19.737], [-22.938, 14.242, -17.952], [-24.537, 14.287, -16.749], [-22.052, 16.050, -17.961], [-22.231, 13.598, -17.429], [-16.861, 13.991, -13.265], [-16.789, 13.625, -11.793], [-18.120, 13.746, -11.088], [-18.225, 12.925, -9.757], [-19.641, 12.879, -9.221], [-19.853, 12.186, -7.854], [-16.018, 13.590, -13.827], [-16.781, 15.070, -13.400], [-17.730, 13.540, -13.744], [-16.400, 12.609, -11.720], [-16.042, 14.259, -11.316], [-18.804, 13.336, -11.831], [-18.372, 14.798, -10.961], [-17.816, 11.919, -9.851], [-17.629, 13.501, -9.048], [-20.047, 13.888, -9.156], [-20.184, 12.283, -9.954], [-20.891, 11.990, -7.584], [-19.348, 11.225, -7.951], [-19.283, 12.670, -7.060], [-23.092, 6.781, -12.885], [-23.072, 7.010, -14.392], [-21.653, 6.729, -14.877], [-21.623, 6.608, -16.404], [-20.314, 6.195, -17.022], [-19.041, 7.024, -16.726], [-24.077, 7.002, -12.473], [-22.301, 7.385, -12.441], [-22.814, 5.800, -12.500], [-23.661, 6.193, -14.809], [-23.521, 7.945, -14.726], [-21.305, 5.798, -14.429], [-20.946, 7.509, -14.597], [-22.464, 5.985, -16.710], [-21.924, 7.576, -16.806], [-20.249, 5.169, -16.660], [-20.493, 6.123, -18.095], [-18.226, 6.636, -17.337], [-19.177, 8.097, -16.858], [-18.778, 6.865, -15.680]]
}

=====

{
  "formula": "CHCl3N2",
  "method": "ωB97M-V/def2-TZVPD",
  "lumo_energy_ev": -0.447,
  "total_energy_ev": -41595.5422,
  "e_above_lowest_kcal_mol": 47.4,
  "largest_force_ev_per_a": 4.1,
  "elements": ["C", "N", "N", "Cl", "Cl", "Cl", "H"],
  "xyz": [[-0.286, -0.620, 0.205], [0.718, -0.495, 0.895], [-0.548, 0.856, -0.882], [0.978, -1.467, 2.243], [-0.152, 2.302, 0.003], [0.418, 0.739, -2.352], [-1.128, -1.315, -0.112]]
}

=====

{
  "formula": "C8H16N2",
  "method": "ωB97M-V/def2-TZVPD",
  "smiles": "CCc1c[nH]cn1.CCC",
  "lumo_energy_ev": 0.844,
  "total_energy_ev": -11533.8416,
  "e_above_lowest_kcal_mol": 49.4,
  "largest_force_ev_per_a": 6.0,
  "elements": ["C", "C", "C", "C", "N", "C", "N", "H", "H", "H", "H", "H", "H", "H", "H", "C", "C", "C", "H", "H", "H", "H", "H", "H", "H", "H"],
  "xyz": [[2.608, 1.198, 1.190], [1.726, 0.019, 0.900], [0.483, 0.287, 1.625], [-0.098, -0.528, 2.685], [-1.301, -0.024, 2.977], [-1.533, 1.116, 2.163], [-0.394, 1.293, 1.424], [2.562, 1.619, 2.228], [2.309, 2.043, 0.469], [3.673, 1.003, 1.063], [1.393, 0.040, -0.238], [2.117, -0.999, 0.992], [0.448, -1.286, 3.142], [-1.964, -0.274, 3.646], [-2.401, 1.751, 2.428], [-0.348, 0.140, -3.282], [-0.537, -0.534, -1.903], [-1.649, -1.491, -1.983], [-1.270, 0.390, -3.846], [0.044, -0.754, -3.912], [0.251, 0.969, -2.969], [0.480, -0.960, -1.639], [-0.683, 0.257, -1.103], [-2.655, -1.113, -1.696], [-1.849, -1.803, -3.009], [-1.412, -2.357, -1.352]]
}

=====

{
  "formula": "C12H25N2O3P2Pr",
  "method": "ωB97M-V/def2-TZVPD",
  "lumo_energy_ev": [-0.220, -0.219],
  "total_energy_ev": -54616.0646,
  "e_above_lowest_kcal_mol": 0.0,
  "multiplicity": 3,
  "largest_force_ev_per_a": 4.8,
  "elements": ["C", "C", "N", "C", "C", "C", "C", "P", "Pr", "P", "C", "O", "O", "H", "H", "H", "C", "C", "H", "H", "H", "H", "C", "C", "H", "H", "H", "H", "H", "H", "H", "H", "H", "H", "H", "H", "H", "H", "H", "H", "H", "H", "O", "C", "N"],
  "xyz": [[-0.853, 0.782, -3.203], [-0.914, 0.294, -1.859], [0.134, 0.634, -0.993], [0.841, 1.749, -1.251], [0.791, 2.373, -2.489], [-0.026, 1.856, -3.493], [-2.061, -0.423, -1.429], [-2.495, -0.657, 0.360], [0.291, -1.030, 1.157], [2.316, 1.333, 1.191], [1.689, 2.399, -0.169], [-0.505, -3.515, -2.444], [-0.180, -3.661, 0.795], [-1.569, 0.379, -3.922], [1.443, 3.229, -2.615], [-0.012, 2.309, -4.483], [-4.042, 0.333, 0.201], [-3.410, -2.367, 0.192], [2.547, 2.887, -0.636], [1.083, 3.175, 0.314], [-1.375, -3.024, -2.713], [-2.652, -0.921, -2.232], [2.689, 2.510, 2.551], [4.022, 0.941, 0.593], [2.430, -2.018, 1.151], [0.017, -4.529, 1.157], [-0.273, -3.763, -0.177], [0.133, -3.010, -2.986], [-1.262, 0.309, 1.356], [2.873, -1.374, 1.263], [-4.734, -0.147, -0.510], [-4.460, 0.482, 1.203], [-3.634, 1.248, -0.256], [-4.217, -2.333, -0.583], [-2.730, -3.217, -0.046], [-3.884, -2.575, 1.174], [4.689, 1.815, 0.505], [4.482, 0.205, 1.273], [3.918, 0.483, -0.404], [3.629, 3.068, 2.434], [1.876, 3.239, 2.644], [2.741, 1.985, 3.517], [0.101, -0.045, 5.728], [0.219, -0.484, 4.633], [0.333, -0.927, 3.503]]
}